{"formula": "C8H8BrNO4", "method": "ωB97M-V/def2-TZVPD", "e_homo_ev": -9.107, "de_lowest_ev": 2.682, "energy_ha": -3239.1770, "total_charge": 0, "orbital_gap_ha": 0.32541, "symbols": ["C", "C", "C", "C", "C", "C", "C", "C", "N", "O", "O", "O", "O", "Br", "H", "H", "H", "H", "H", "H", "H", "H"], "positions_angstrom": [[1.7694, 0.1049, 1.4937], [0.5493, -0.2533, 2.0781], [1.7685, 0.9473, 0.4636], [-0.5880, 0.0880, 1.5366], [-1.0481, -0.0569, -0.9911], [0.5663, 1.6687, 0.0773], [-0.7839, 0.8107, 0.2728], [-0.1051, -1.3854, -1.0775], [-0.2607, -1.9465, -2.4577], [-1.8411, 0.0550, -1.9040], [0.7367, -1.8984, -3.1739], [-1.3474, -2.3797, -2.7343], [-1.7669, 1.8021, 0.3317], [-0.8385, -2.7645, 0.0660], [2.6248, -0.5218, 1.8671], [0.3807, -0.6271, 3.0764], [2.6407, 1.4282, 0.1060], [-1.5830, -0.0405, 2.0473], [0.2510, 2.4765, 0.6833], [0.5698, 2.1802, -0.9807], [0.9480, -1.1243, -1.0970], [-2.6423, 1.4367, 0.3164]], "forces_ev_per_a": [[2.6, -1.8, -0.4], [-2.0, 0.1, 1.7], [0.9, 0.9, 1.0], [-3.7, 0.0, 0.4], [0.2, -2.2, -1.1], [-2.9, -0.4, -3.2], [1.3, 1.3, -2.6], [-0.9, 1.0, -0.7], [0.1, 0.0, -0.4], [1.0, 1.1, 2.1], [-0.8, 0.1, 0.4], [0.3, -0.3, -0.7], [0.3, 0.6, 0.3], [0.6, 0.3, 0.2], [-0.4, 1.3, -0.6], [0.9, -0.5, 0.2], [1.2, -0.3, -0.5], [1.2, -0.3, -0.2], [0.5, 1.1, 1.2], [0.2, -1.4, 1.8], [0.2, -0.4, 1.1], [-0.7, -0.4, -0.1]], "lowdin_charge": [-0.092, -0.128, -0.092, -0.096, -0.261, -0.074, -0.453, -0.485, -0.463, 0.135, 0.072, 0.047, 0.027, 0.855, 0.135, 0.122, 0.102, 0.147, 0.118, 0.174, 0.110, 0.103]}

=====

{"formula": "C8H8Cl2O2S", "method": "ωB97M-V/def2-TZVPD", "e_homo_ev": -8.684, "de_lowest_ev": 0.000, "energy_ha": -1778.5840, "total_charge": 0, "orbital_gap_ha": 0.31332, "symbols": ["C", "C", "C", "C", "C", "C", "C", "C", "O", "O", "S", "Cl", "Cl", "H", "H", "H", "H", "H", "H", "H", "H"], "positions_angstrom": [[-1.4312, -0.1575, -1.3301], [-0.5434, 0.7094, -1.9939], [-1.3627, -0.4290, -0.0367], [0.3553, 1.4155, -1.3130], [-0.4818, 2.4945, 0.7597], [0.4229, 1.4299, 0.2142], [-0.0954, -0.0617, 0.6244], [0.8219, -2.8270, 0.8512], [-0.6297, 3.5746, 0.2429], [2.3847, -0.9118, 0.6238], [1.1987, -1.3383, -0.0994], [1.4197, 2.4611, -2.0814], [-0.1064, -0.1126, 2.4042], [-2.2873, -0.6264, -1.8602], [-0.4175, 0.7118, -3.0331], [-2.1529, -0.8597, 0.6635], [-0.9368, 2.1412, 1.7353], [1.4734, 1.3238, 0.5636], [0.8002, -2.3936, 1.9013], [1.7395, -3.3126, 0.6761], [-0.1711, -3.2316, 0.4874]], "forces_ev_per_a": [[-3.1, -1.6, -0.3], [1.7, 0.1, 0.3], [-0.7, -0.3, 2.5], [-0.1, 0.2, 1.3], [0.4, 0.4, 1.1], [0.0, -3.6, -1.2], [0.3, 1.3, -0.2], [-2.7, 2.2, 0.6], [-0.2, -0.8, 0.5], [2.3, 0.8, 0.2], [-1.4, 0.7, 0.6], [0.8, 0.7, -0.6], [0.0, -0.3, -0.2], [0.6, 0.8, 0.1], [-0.4, 0.1, -1.4], [1.0, 0.1, -1.6], [-0.1, 0.9, -0.7], [-0.5, 1.0, 0.0], [-0.1, -1.0, -1.1], [0.7, -1.4, -0.2], [1.4, -0.2, 0.6]], "lowdin_charge": [-0.115, -0.129, -0.169, -0.693, -0.232, -0.287, -0.836, -0.243, 0.081, -0.529, 0.896, 0.786, 0.720, 0.129, 0.100, 0.139, 0.106, 0.140, 0.032, 0.025, 0.080]}

=====

Number 1 is which compound?
C8H8BrNO4